Formula: C2H3NO3
Source: the Open Molecules 2025 dataset
Level of theory: ωB97M-V/def2-TZVPD

Values from the calculation:
Gap between HOMO and LUMO: 11.655 eV
HOMO energy: -11.47 eV
Molecular weight: 89.05 g mol⁻¹
Energy relative to the best compared isomer or geometry (same formula, charge and spin): 138.0 kcal/mol
SMILES: O=[N+]([O-])[C@@H]1CO1

Last column: Mulliken charge in e.
Geometry (Å):
1 N 1.277 -0.147 -0.123  0.92
2 C -0.023 -0.282 0.432  0.10
3 C -1.146 0.311 -0.334  -0.52
4 H -0.231 -1.204 1.124  0.37
5 H -0.746 0.895 -1.145  0.31
6 H -2.004 -0.258 -0.132  0.31
7 O 1.512 0.892 -0.641  -0.56
8 O 2.065 -1.028 -0.016  -0.58
9 O -0.703 0.821 0.836  -0.36

Forces on atoms 1 to 6 (eV/Å):
0.6 0.5 0.6
-2.6 -3.5 2.1
1.2 -1.0 -0.7
1.0 1.7 -1.7
-1.0 -0.1 -0.9
-1.7 -0.4 -1.2